No. 1
A molecular structure, CH4CsN2O at a distorted geometry. Source: the Open Molecules 2025 dataset; level of theory: the ωB97M-V functional and the def2-TZVPD basis.

- multiplicity = 1
- strongest force on any atom (eV/A) = 5.289
- relative energy (zero: lowest compared OMol25 entry of this formula, charge and spin) (kcal per mole) = 35.5
- highest occupied orbital energy (eV) = -11.629
- net charge = +1

```
9
Properties=species:S:1:pos:R:3:forces:R:3:mulliken_charge:R:1
Cs 6.170 -1.939 1.310 0.030 -0.028 0.006 0.999
C -1.106 -0.178 -0.183 -3.325 -2.123 -1.562 0.610
O -1.859 -1.125 -0.328 -0.158 -0.599 0.420 -0.636
N 0.134 -0.262 0.173 4.963 -0.641 1.713 -0.361
N -1.437 1.049 -0.516 -0.741 3.471 -0.413 -0.397
H 0.575 -1.157 0.330 -0.394 0.248 -0.106 0.213
H 0.727 0.550 0.083 0.016 -0.444 0.085 0.162
H -2.400 1.302 -0.687 0.257 -0.218 0.108 0.239
H -0.803 1.760 -0.183 -0.649 0.334 -0.250 0.170
```
Forces are in eV/Å.


No. 2
A molecular structure, ClH18O9 at a distorted geometry. Source: the Open Molecules 2025 dataset; level of theory: the ωB97M-V functional and the def2-TZVPD basis.

- multiplicity = 1
- strongest force on any atom (eV/A) = 7.767
- relative energy (zero: lowest compared OMol25 entry of this formula, charge and spin) (kcal per mole) = 375.9
- highest occupied orbital energy (eV) = -5.891
- net charge = -1

```
28
Properties=species:S:1:pos:R:3:forces:R:3:mulliken_charge:R:1
Cl 0.067 -0.129 0.102 2.877 -1.174 -4.534 -1.364
O -0.811 1.289 -1.552 0.312 3.487 -2.806 -0.708
H -1.396 0.972 -2.241 -0.092 0.172 0.020 0.279
H -0.877 0.631 -0.860 -1.466 2.677 -1.942 0.351
O 2.638 -0.540 -0.603 2.970 -5.988 -0.392 -0.923
H 1.762 -0.917 -0.520 1.277 -0.554 -0.574 0.270
H 2.503 0.403 -0.507 0.904 -1.115 -2.105 0.555
O -0.011 -2.170 1.212 -0.425 -4.558 2.271 -0.792
H 0.136 -1.306 0.829 0.527 -2.934 1.924 0.899
H 0.168 -2.783 0.498 0.104 -0.369 -0.100 0.260
O -2.529 -0.483 0.888 -1.441 0.039 2.075 -0.678
H -2.218 -0.348 1.783 -0.321 -0.222 0.245 0.269
H -1.754 -0.351 0.342 -1.243 0.499 1.344 0.819
O -0.257 2.166 0.899 -0.963 4.039 0.272 -0.674
H -0.168 1.309 0.481 -0.703 3.178 0.255 -0.104
H 0.578 2.302 1.347 -0.247 0.218 0.202 0.564
O 2.069 1.403 -0.114 0.274 7.575 1.693 -0.731
H 2.831 1.378 0.465 0.301 0.626 0.640 0.263
H 1.438 0.811 0.294 0.249 0.716 0.546 0.694
O 0.763 -1.005 -2.206 -0.087 -1.500 -2.246 -0.769
H 0.877 -0.125 -2.565 -0.006 0.265 0.082 0.267
H 0.187 -0.883 -1.451 0.532 -0.383 -1.685 0.186
O 0.167 0.424 2.385 0.846 -0.239 5.365 -0.717
H -0.743 0.246 2.621 0.121 0.204 0.307 0.305
H 0.213 0.236 1.447 0.209 0.327 3.736 0.256
O -1.925 -0.583 -1.279 -3.270 -2.828 -3.234 -0.726
H -2.579 -1.178 -0.912 -0.360 -0.300 -0.140 0.385
H -1.127 -0.769 -0.785 -0.876 -1.857 -1.220 0.565
```
Forces are in eV/Å.


No. 3
A molecular structure, C50H43MgN7 at a distorted geometry. Source: the Open Molecules 2025 dataset; level of theory: the ωB97M-V functional and the def2-TZVPD basis.

- multiplicity = 1
- strongest force on any atom (eV/A) = 5.019
- relative energy (zero: lowest compared OMol25 entry of this formula, charge and spin) (kcal per mole) = 28.1
- highest occupied orbital energy (alpha / beta) (eV) = -6.779 / -6.787
- net charge = 0

```
101
Properties=species:S:1:pos:R:3:forces:R:3:mulliken_charge:R:1
Mg 0.157 -0.482 -0.031 0.577 0.766 0.561 1.083
C 7.867 0.764 -0.768 -2.060 1.189 0.723 -0.466
C 6.953 1.845 -0.863 0.463 -0.070 -0.817 -0.589
C 5.602 1.680 -0.545 1.291 0.491 0.074 -0.044
C 5.115 0.475 -0.043 0.163 -0.163 -0.944 -1.398
C 6.058 -0.551 0.188 0.120 1.620 -1.416 -0.088
C 7.402 -0.424 -0.210 -0.322 -0.198 0.061 -0.733
C 3.615 0.249 -0.026 0.630 -0.851 -1.192 1.288
C 3.033 0.191 1.209 -0.614 -0.085 0.120 0.359
C 3.749 0.352 2.442 0.122 1.110 2.069 -1.453
C 2.895 0.252 3.493 -2.034 -1.278 -1.081 -1.492
C 1.566 -0.071 2.856 -0.301 0.316 -0.963 0.093
N 1.723 -0.058 1.433 -1.077 -0.545 2.655 0.570
C 0.331 -0.320 3.547 0.491 -0.247 -1.215 0.962
C -0.882 -0.728 2.876 1.749 -0.305 1.066 0.966
C -2.003 -1.207 3.641 -1.020 -0.557 0.689 -1.390
C -2.883 -1.761 2.789 -0.806 0.190 -1.835 -1.539
C -2.312 -1.565 1.449 0.566 0.200 -0.246 0.372
C -2.908 -1.918 0.236 -0.425 0.039 1.229 1.503
C -4.323 -2.383 0.313 -1.240 -0.139 -0.138 -0.630
C -5.372 -1.608 0.812 -0.820 -1.827 0.355 -0.410
C -6.684 -2.139 0.987 0.917 0.647 -0.461 -0.991
C -6.932 -3.364 0.458 -0.532 -1.642 -0.606 -0.269
C -5.939 -4.139 -0.161 -1.203 1.277 0.245 -0.907
C -4.684 -3.638 -0.196 1.049 0.464 0.298 -0.360
C -2.339 -1.835 -1.040 2.023 0.929 -1.596 0.299
N -1.050 -1.440 -1.369 0.218 0.178 1.325 -0.201
C -0.946 -1.315 -2.739 1.327 0.896 2.217 0.346
C 0.192 -0.865 -3.421 2.453 -0.048 -0.253 0.868
C 0.203 -0.892 -4.960 -0.681 1.095 1.025 -0.916
C 0.292 -2.076 -5.714 0.642 -1.400 2.488 -0.024
C 0.340 -2.067 -7.075 0.245 1.730 -1.283 -0.774
C 0.285 -0.796 -7.727 -0.266 -1.251 0.766 -0.497
C 0.111 0.351 -6.998 -0.397 1.163 0.236 -0.583
C 0.060 0.348 -5.612 0.647 -0.197 0.756 0.276
C 1.452 -0.479 -2.804 -2.715 -0.542 -1.184 0.337
C 2.687 -0.402 -3.507 0.311 -0.084 -0.298 -1.406
C 3.634 -0.162 -2.577 -0.934 -0.024 1.054 -1.824
C 2.946 -0.090 -1.283 2.412 1.585 0.378 1.109
N 1.642 -0.206 -1.476 -1.231 -1.055 0.212 1.101
C -2.175 -1.580 -3.262 -2.598 -1.045 -4.166 -1.037
C -3.027 -1.959 -2.274 -0.334 -0.190 0.411 -1.042
N -1.049 -0.966 1.558 -1.206 -0.144 0.329 1.047
C 0.404 -0.431 5.047 0.884 -0.940 0.799 -1.194
C 0.422 -1.694 5.699 -0.418 -0.261 -1.992 0.087
C 0.748 -1.906 7.018 -1.087 0.509 0.899 -0.904
C 1.092 -0.772 7.769 0.857 -0.209 0.540 -0.243
C 1.114 0.481 7.183 0.028 -0.644 1.215 -0.788
C 0.731 0.619 5.878 -0.200 1.986 -1.176 -0.033
H 8.857 0.983 -1.057 1.091 -0.389 -0.337 0.452
H 7.246 2.822 -1.360 -0.140 -1.323 0.899 0.279
H 5.046 2.592 -0.687 -0.867 -0.256 -0.034 0.376
H 5.693 -1.487 0.473 -0.421 -1.333 0.628 0.542
H 8.025 -1.324 -0.157 -0.057 0.499 0.129 0.326
H 4.741 0.726 2.602 0.509 -0.317 -0.495 0.431
H 2.998 0.222 4.586 0.396 0.329 -0.780 0.474
H -2.170 -1.238 4.713 0.491 0.399 -0.151 0.549
H -3.900 -2.196 2.892 1.147 0.320 0.418 0.450
H -5.170 -0.656 1.151 0.461 2.067 0.713 0.728
H -7.556 -1.644 1.422 0.760 0.429 -0.024 0.375
H -7.936 -3.771 0.466 -0.084 0.072 0.149 0.357
H -6.214 -4.994 -0.728 -0.033 -0.861 0.004 0.407
H -3.908 -4.206 -0.616 0.948 -0.806 -0.645 0.557
H 0.475 -3.046 -5.120 -0.561 1.534 -1.076 0.293
H 0.488 -2.977 -7.637 -0.051 -0.033 -0.067 0.408
H 0.351 -0.664 -8.778 0.031 -0.401 -0.854 0.416
H -0.038 1.327 -7.470 0.299 -0.443 -0.208 0.347
H 0.044 1.337 -5.068 -0.209 -1.415 -0.435 0.240
H 2.854 -0.574 -4.562 -0.185 0.091 0.111 0.504
H 4.659 -0.028 -2.743 1.284 0.045 -0.058 0.568
H -2.382 -1.565 -4.385 0.144 -0.049 1.825 0.334
H -4.005 -2.363 -2.293 -0.828 0.061 -0.592 0.730
H 0.181 -2.538 5.049 -0.021 -0.001 0.340 0.383
H 0.476 -2.871 7.491 0.862 0.579 -0.365 0.312
H 1.476 -0.805 8.795 -0.493 -0.449 -0.258 0.343
H 1.416 1.321 7.813 -0.170 -0.082 -0.467 0.374
H 0.707 1.642 5.499 0.059 -0.222 -0.253 0.343
C -0.901 2.939 2.019 -0.055 -1.258 -0.477 -0.314
C 0.432 2.925 1.161 -1.036 1.403 1.798 -0.857
N 0.305 2.150 -0.007 0.470 -1.140 -2.097 0.207
C -0.125 2.987 -1.137 -1.059 0.416 0.943 -0.845
C -1.152 2.407 -2.083 -0.816 -0.314 0.056 -0.249
N -2.296 1.852 -1.398 0.070 1.813 0.966 0.182
C -3.318 2.741 -0.849 0.097 -0.880 0.050 -0.866
C -2.879 3.438 0.484 -1.315 0.430 -0.416 -0.616
N -2.162 2.567 1.354 0.768 -0.145 0.806 0.039
H -1.002 3.859 2.564 -0.094 0.540 0.152 0.517
H -0.773 2.138 2.758 0.034 0.267 0.053 -0.228
H 1.204 2.517 1.784 0.425 -0.268 0.439 0.459
H 0.716 3.969 0.961 0.117 -0.090 -0.187 0.647
H 1.227 1.810 -0.284 -0.177 -0.018 0.352 -0.429
H 0.712 3.280 -1.715 1.087 0.428 -0.670 0.473
H -0.526 3.924 -0.677 0.114 -0.664 -0.655 0.417
H -0.834 1.592 -2.713 0.948 -0.295 -0.084 -0.557
H -1.360 3.223 -2.791 -0.484 0.079 0.000 0.468
H -2.671 1.023 -1.759 -0.348 -1.048 -0.818 0.119
H -4.173 2.047 -0.672 0.364 0.709 0.218 0.343
H -3.667 3.493 -1.586 0.177 -0.083 0.335 0.356
H -3.851 3.721 0.972 0.812 0.302 -0.382 0.435
H -2.294 4.335 0.262 -0.240 0.219 -0.043 0.346
H -1.982 1.721 0.863 0.113 -0.883 -0.383 -0.389
```
Forces are in eV/Å.


No. 4
A molecular structure, C35H47ClInO4PSi at a distorted geometry. Source: the Open Molecules 2025 dataset; level of theory: the ωB97M-V functional and the def2-TZVPD basis.

- multiplicity = 1
- strongest force on any atom (eV/A) = 2.734
- highest occupied orbital energy (eV) = -6.712
- net charge = 0

```
90
Properties=species:S:1:pos:R:3:forces:R:3:mulliken_charge:R:1
C 1.771 2.037 0.129 -0.367 1.288 -0.265 -0.747
C 0.854 3.099 0.233 1.062 -1.038 -0.444 -0.774
C 0.704 3.434 1.605 0.635 -0.374 1.028 -0.071
H 0.378 3.610 -0.610 0.103 -0.382 0.383 0.474
C 1.526 2.596 2.375 -0.696 0.899 -0.192 -1.299
C 2.223 1.690 1.478 -0.988 -1.143 -0.065 -0.186
H 3.155 1.162 1.703 -0.177 0.433 -0.109 0.895
H 2.136 1.571 -0.787 -0.394 0.274 0.440 0.387
H 0.063 4.238 1.982 0.233 -0.465 -0.039 0.485
H 1.672 2.629 3.453 -0.115 0.020 -0.302 0.393
In 0.703 -0.113 1.410 0.711 0.909 -1.316 1.426
Cl -1.291 -0.455 2.538 0.096 -0.106 0.051 -0.450
P -3.381 2.535 0.228 2.369 -1.232 0.096 0.590
C -3.382 3.598 1.661 -0.509 0.834 0.543 -0.074
C -3.873 4.921 1.647 0.248 -0.516 0.358 -0.171
H -4.314 5.332 0.736 0.138 -0.137 0.276 0.444
C -3.790 5.693 2.805 0.148 0.055 0.164 -0.563
H -4.160 6.720 2.799 0.079 -0.285 0.021 0.391
C -3.229 5.166 3.973 0.038 -0.243 -0.142 -0.420
H -3.171 5.772 4.878 -0.024 -0.122 -0.284 0.367
C -2.734 3.852 3.989 -0.238 0.305 -0.105 -0.577
H -2.294 3.440 4.897 -0.092 0.128 -0.193 0.400
C -2.800 3.072 2.842 -0.316 0.298 -0.484 -0.062
H -2.401 2.055 2.833 -0.104 0.350 -0.021 0.125
C -3.283 3.420 -1.326 -0.670 0.614 -0.607 0.318
C -2.385 4.514 -1.434 -0.400 -0.402 -0.126 -0.572
H -1.823 4.848 -0.555 -0.234 -0.134 -0.303 0.496
C -2.217 5.159 -2.658 -0.277 -0.275 -0.034 -0.623
H -1.529 6.001 -2.732 -0.197 -0.207 -0.005 0.379
C -2.929 4.724 -3.785 -0.033 -0.074 0.111 -0.486
H -2.811 5.249 -4.735 -0.013 -0.205 0.274 0.347
C -3.794 3.626 -3.693 0.265 0.172 0.083 -0.536
H -4.329 3.278 -4.578 0.129 0.122 0.232 0.386
C -3.977 2.970 -2.476 0.391 0.380 0.451 -0.516
H -4.647 2.109 -2.400 0.186 0.326 -0.033 0.379
C -4.625 1.254 0.345 -0.954 -0.360 -0.046 0.187
C -5.900 1.458 0.919 0.457 -0.493 -0.431 -0.343
H -6.170 2.444 1.300 0.044 -0.288 -0.130 0.381
C -6.795 0.389 0.983 -0.054 -0.106 0.071 -0.516
H -7.784 0.539 1.424 0.302 -0.048 -0.157 0.368
C -6.444 -0.872 0.487 0.347 0.285 -0.069 -0.437
H -7.163 -1.690 0.512 0.151 0.187 0.059 0.365
C -5.164 -1.088 -0.044 -0.325 0.113 0.080 -0.577
H -4.884 -2.074 -0.415 -0.068 0.240 0.131 0.402
C -4.249 -0.042 -0.097 -0.454 0.677 0.207 -0.409
H -3.238 -0.201 -0.470 -0.187 0.048 0.042 0.551
C 4.667 -0.025 -0.932 0.297 0.242 0.024 -1.127
C 4.271 -1.185 -1.832 -0.883 -0.703 0.345 1.553
C 3.907 -0.656 -3.216 -0.013 0.094 -0.220 -1.677
C 5.399 -2.200 -1.947 0.250 -0.048 -0.027 -1.570
O 3.148 -1.980 -1.262 0.924 0.739 -0.326 1.001
Si 1.660 -1.942 -0.615 -0.517 0.131 -0.872 -0.729
O 0.881 -0.513 -0.660 0.221 -1.355 0.789 -0.565
O 0.739 -3.155 -1.259 0.631 -0.399 -0.162 -0.439
C 0.992 -4.457 -1.905 -0.280 0.780 0.323 1.705
C 0.000 -4.575 -3.064 -0.058 0.068 -0.127 -1.742
C 2.423 -4.538 -2.421 0.152 -0.460 -0.222 -1.273
C 0.692 -5.562 -0.893 0.075 -0.159 -0.048 -1.502
O 1.762 -2.184 1.064 0.939 0.057 2.567 -0.391
C 2.720 -2.726 2.248 -1.119 0.487 -1.467 1.860
C 2.047 -2.346 3.565 -0.096 -0.081 -0.142 -1.786
C 2.769 -4.231 2.072 0.194 -0.205 0.130 -1.714
C 4.054 -2.021 2.097 0.200 -0.191 0.005 -0.785
H 5.589 0.414 -1.352 -0.312 -0.091 0.200 0.538
H 4.893 -0.346 0.092 -0.095 0.031 -0.259 0.164
H 3.912 0.771 -0.911 0.152 -0.338 0.032 0.089
H 3.548 -1.465 -3.868 0.039 0.215 0.218 0.308
H 3.149 0.137 -3.160 0.107 -0.300 0.008 0.322
H 4.813 -0.224 -3.684 -0.403 -0.176 0.227 0.433
H 5.652 -2.612 -0.959 -0.076 0.080 -0.277 0.298
H 5.100 -3.022 -2.613 0.102 0.212 0.231 0.301
H 6.296 -1.717 -2.362 -0.218 -0.172 0.110 0.448
H 0.192 -3.811 -3.828 -0.054 -0.109 0.217 0.400
H 0.081 -5.564 -3.543 0.050 0.277 0.176 0.376
H -1.030 -4.462 -2.701 0.252 0.049 -0.052 0.364
H 3.151 -4.488 -1.600 -0.187 0.096 -0.254 0.130
H 2.567 -5.507 -2.933 -0.096 0.325 0.168 0.556
H 2.627 -3.738 -3.148 -0.043 -0.231 0.340 0.148
H 1.392 -5.542 -0.049 -0.148 0.038 -0.174 0.174
H -0.334 -5.472 -0.513 0.279 0.049 -0.086 0.318
H 0.788 -6.535 -1.401 -0.025 0.239 0.229 0.442
H 2.113 -1.268 3.766 -0.033 -0.150 -0.085 0.370
H 0.996 -2.655 3.594 0.198 0.047 -0.077 0.368
H 2.574 -2.861 4.386 -0.136 0.192 -0.289 0.475
H 3.234 -4.514 1.118 -0.245 0.126 0.142 0.317
H 3.382 -4.680 2.871 -0.128 0.232 -0.184 0.487
H 1.763 -4.667 2.160 0.290 0.196 -0.188 0.370
H 4.517 -2.259 1.131 -0.171 0.131 0.203 -0.174
H 3.932 -0.933 2.207 0.037 -0.335 -0.145 0.093
H 4.744 -2.354 2.890 -0.294 0.053 -0.200 0.534
```
Forces are in eV/Å.


No. 5
A molecular structure, C3H3I3O at a distorted geometry. Source: the Open Molecules 2025 dataset; level of theory: the ωB97M-V functional and the def2-TZVPD basis.

- multiplicity = 1
- strongest force on any atom (eV/A) = 4.176
- relative energy (zero: lowest compared OMol25 entry of this formula, charge and spin) (kcal per mole) = 30.8
- highest occupied orbital energy (alpha / beta) (eV) = -9.692 / -9.233
- net charge = 0

```
10
Properties=species:S:1:pos:R:3:forces:R:3:mulliken_charge:R:1
C 1.139 -0.959 -1.251 0.119 2.180 -1.873 0.316
C -0.087 -0.239 0.960 0.525 -1.679 -0.851 -0.981
C 0.282 -1.170 -0.175 -2.162 -1.516 3.235 -0.652
O 1.694 -1.810 -1.855 1.633 -2.520 -1.135 -0.412
I 1.696 0.230 2.136 -0.669 -0.213 -0.362 0.122
I -2.084 -1.060 -2.032 0.737 0.118 0.630 0.020
I 0.279 -3.189 0.336 -0.202 -0.079 0.308 0.237
H 1.220 0.010 -1.686 -0.060 1.732 0.213 0.452
H -0.877 -0.697 1.559 0.469 0.164 0.196 0.479
H -0.445 0.639 0.527 -0.390 1.814 -0.362 0.420
```
Forces are in eV/Å.


No. 6
A gas-phase ion, C7H11N2S (charge +1) at a distorted geometry. Source: the Open Molecules 2025 dataset; level of theory: the ωB97M-V functional and the def2-TZVPD basis.

- multiplicity = 1
- strongest force on any atom (eV/A) = 4.367
- relative energy (zero: lowest compared OMol25 entry of this formula, charge and spin) (kcal per mole) = 13.7
- highest occupied orbital energy (eV) = -13.059
- net charge = +1

```
21
Properties=species:S:1:pos:R:3:forces:R:3:mulliken_charge:R:1
C 2.015 -1.121 -0.760 -0.483 -2.014 0.729 -0.731
C 3.313 -0.867 -0.460 0.611 0.754 -0.734 -0.317
C 1.773 0.822 0.500 3.808 -1.717 -1.273 -0.537
C 1.140 -0.213 -0.097 -0.679 0.706 -0.040 -0.040
C -0.274 -0.502 0.135 -1.636 2.555 -0.269 1.091
C -1.176 1.815 -0.698 3.285 -1.698 -1.388 -0.886
C -2.615 0.191 0.424 0.320 -1.196 1.992 -1.104
N -1.257 0.471 -0.004 1.025 -1.789 -0.903 0.031
N -0.521 -1.738 0.590 0.418 0.365 0.448 -0.362
S 3.554 0.654 0.406 -2.154 -1.720 -0.998 -0.018
H 1.607 -2.088 -1.201 0.886 1.546 0.320 0.360
H 4.143 -1.444 -0.856 0.021 0.226 0.267 0.444
H 1.643 1.612 1.112 -1.908 2.402 1.792 0.493
H -1.038 2.573 0.055 0.078 0.318 0.137 0.344
H -0.212 1.696 -1.364 -1.920 0.834 1.244 0.322
H -2.036 2.060 -1.343 0.288 -0.659 0.468 0.397
H -2.590 0.396 1.547 -0.848 -0.225 -1.389 0.349
H -3.299 0.798 -0.139 -0.283 0.366 0.184 0.331
H -2.918 -0.863 0.239 0.190 0.670 0.166 0.382
H 0.202 -2.210 1.158 -0.502 0.429 -0.915 0.302
H -1.454 -2.043 0.755 -0.518 -0.153 0.160 0.150
```
Forces are in eV/Å.


For the records above, the corresponding electronic energy values read -6672.2874, -31230.4514, -68424.4095, -80115.4207, -29506.5471, -21245.5119 eV.